No. 1
C14H18FeO12 | ωB97M-V with the def2-TZVPD basis set

Properties
F_max = 1.554 eV/A
net charge = -2
E_tot = -73767.151 eV
lowest unoccupied orbital energy (alpha / beta) = 4.105 / 4.105 eV
multiplicity = 5
HOMO level (alpha / beta) = -0.85 / -0.23 eV
frontier orbital gap (alpha / beta) = 4.951 / 4.331 eV

XYZ file:
```
45
C14H18FeO12 ωB97M-V with the def2-TZVPD basis set
Fe 0.46696 -0.86411 -0.18682
O 0.42527 -2.33314 -1.59436
C 1.76472 -2.47826 -1.98391
C 2.79109 -2.29131 -0.83404
O 2.45349 -1.34114 0.13096
H 1.93631 -1.69420 -2.75937
H 1.93916 -3.48100 -2.41569
H 3.77472 -2.00607 -1.27520
H 2.94989 -3.28085 -0.35805
C -3.73469 -1.40549 0.34631
C -4.40576 -2.32585 1.21865
C -3.54611 -3.21206 2.19167
O -4.15543 -3.93532 2.98431
C -2.13167 -3.06623 2.13537
C -1.54657 -2.05802 1.37876
C -2.36745 -1.19252 0.44278
O -1.75211 -0.33688 -0.27952
O -0.31147 -1.75316 1.51077
O -5.63132 -2.45725 1.25463
H -4.35557 -0.84245 -0.33869
H -1.49505 -3.69462 2.74324
C 3.37894 1.26847 -1.43973
O 2.63608 1.69000 -2.60183
C 1.37328 1.30667 -2.58785
O 0.84738 0.67090 -1.71924
O 0.75890 1.70836 -3.70553
C -0.60405 1.27838 -3.80989
H 2.88296 1.64431 -0.54336
H 4.34911 1.74924 -1.52952
H 3.40935 0.18246 -1.36401
H -0.62109 0.27253 -4.23578
H -1.10195 1.99015 -4.46081
H -1.08968 1.18668 -2.83769
C 1.46830 4.14002 2.08781
O 1.48629 2.84092 1.51679
C 0.45654 1.98215 1.68618
O 0.38956 0.93679 1.12474
O -0.47334 2.42684 2.53221
C -1.55643 1.50063 2.69979
H 0.64906 4.32678 2.77419
H 1.42504 4.86176 1.26951
H 2.40402 4.28502 2.62993
H -2.35854 1.97247 3.26316
H -1.22757 0.60324 3.21990
H -1.95059 1.22519 1.71929
```


No. 2
C14H18N | ωB97M-V with the def2-TZVPD basis set

Properties
F_max = 6.186 eV/A
net charge = +1
E_tot = -16285.029 eV
lowest unoccupied orbital energy (alpha / beta) = -2.719 / -6.090 eV
multiplicity = 3
HOMO level (alpha / beta) = -9.23 / -12.19 eV
frontier orbital gap (alpha / beta) = 6.510 / 6.099 eV
energy relative to the best compared isomer or geometry (same formula, charge and spin) = 3.543 eV

XYZ file:
```
33
C14H18N ωB97M-V with the def2-TZVPD basis set
C 3.72854 0.20906 -1.41959
C 3.48160 -0.89272 -0.61218
C 2.78454 1.21645 -1.51677
C 2.37450 -0.90779 0.17753
C 1.57937 1.18976 -0.81485
C 1.38451 0.07038 0.01774
C -0.84367 1.40661 -1.09417
C -1.31366 0.48657 -0.29562
C 0.42900 2.15646 -1.00514
C -0.49418 -1.68248 1.03759
C -1.98961 -1.53380 0.75256
C 0.20562 -0.34147 0.91749
C 0.15950 0.39348 2.19051
C -3.54482 -0.06123 -0.29135
N -2.22539 -0.66158 -0.42446
H 4.64201 0.34437 -2.07434
H 4.17723 -1.77980 -0.51004
H 2.81892 2.11427 -2.17500
H 2.31690 -1.81555 0.79598
H -1.46655 1.61148 -2.04634
H 0.38173 2.82497 -0.19541
H 0.50182 2.71080 -1.85242
H -0.30851 -2.11278 2.06652
H -0.28411 -2.52849 0.33726
H -2.53757 -2.35172 0.68102
H -2.27620 -1.02378 1.59820
H -0.90614 0.70767 2.56952
H 0.68344 1.30518 2.01323
H 0.47217 -0.23297 2.88332
H -3.38743 0.96639 0.24461
H -4.08002 0.08450 -1.12162
H -4.30639 -0.59532 0.33753
H -2.15717 -1.27690 -1.17129
```